C6H6O5SV | ωB97M-V with the def2-TZVPD basis set

Element x y z (Å)
H  -0.0530  0.2188  3.4914
C  0.2152  1.8671  -1.2661
H  -1.7262  0.3740  -0.0930
O  1.0021  1.3294  1.1556
S  0.3197  -0.0049  1.1668
V  0.2714  0.0494  -1.8660
O  3.2960  0.0822  -2.1021
C  0.3045  -0.6249  2.8772
C  -0.7999  0.0827  -3.4212
C  0.2132  -1.7443  -1.2383
C  -1.4599  0.1829  0.9673
H  -0.3539  -1.5062  2.9805
O  0.2512  3.0220  -1.1256
H  -1.7422  1.0527  1.5913
H  1.3422  -0.8813  3.1373
H  -1.9163  -0.7618  1.3306
O  0.2661  -2.8902  -1.0150
O  -1.5754  0.0891  -4.3064
C  2.1453  0.0632  -2.2643

Cartesian forces (eV/Å) of the 3 atoms listed first:
0.124 -0.211 -0.291
0.451 10.090 1.047
-0.050 -0.054 0.365

For the highest occupied orbital energy (alpha / beta), the calculation gives -17.6 / -17.6 eV. As for the net charge: +2. The energy above the lowest of the compared OMol25 structures with the same formula, charge and spin is 0.561 eV. Its multiplicity is 4.

---

C6H6O5Y | ωB97M-V with the def2-TZVPD basis set

Element x y z (Å)
H  -0.8333  -0.1162  4.3128
H  0.9474  1.1984  -3.0964
C  0.0103  -0.6315  -3.3737
O  -3.2721  0.0764  0.3871
O  -0.0054  -0.3178  3.8421
C  0.0030  2.3674  0.9090
C  0.0078  0.7021  -3.2805
Y  0.0134  -0.0259  1.5895
H  0.7138  0.0279  4.4310
C  0.0239  -2.3988  0.9368
C  2.2679  0.0307  0.9370
O  -0.0124  3.4325  0.4256
C  -2.2396  0.0245  0.9020
H  0.9556  -1.1421  -3.2479
O  0.0112  -3.3606  0.2352
H  -0.9293  -1.1455  -3.2300
O  3.2661  0.0848  0.3949
H  -0.9281  1.1938  -3.0744

Cartesian forces (eV/Å) of the 3 atoms listed first:
-0.151 -0.268 0.532
0.042 0.542 -0.647
0.041 0.151 1.641

For the highest occupied orbital energy, the calculation gives -19.0 eV. As for the net charge: +3. Its multiplicity is 1.

---

C6H6S2 | ωB97M-V with the def2-TZVPD basis set

Element x y z (Å)
H  -0.6221  -0.5556  -1.3817
C  1.6742  -0.7037  0.0898
C  -1.9982  -0.4692  0.2192
S  0.6068  -2.0936  -0.1574
C  1.0074  1.7998  -0.3048
H  -2.4797  -1.1257  0.9473
H  1.8859  1.9660  -1.0137
C  -0.5933  0.0041  0.6663
C  0.7413  0.5538  0.2153
H  -2.7085  0.0238  -0.4810
C  -0.7175  -1.0211  -0.4119
H  -0.3793  -0.3823  1.7068
H  0.3266  2.6980  -0.2826
S  3.2564  -0.6945  0.1884

Cartesian forces (eV/Å) of the 3 atoms listed first:
0.108 0.143 -0.159
-1.833 1.463 0.073
0.588 -0.247 -0.515

For the highest occupied orbital energy, the calculation gives -8.6 eV. As for the net charge: 0. The energy above the lowest of the compared OMol25 structures with the same formula, charge and spin is 3.000 eV. Its multiplicity is 1.

---

C6H7AuCl2InNO4 | ωB97M-V with the def2-TZVPD basis set

Element x y z (Å)
Au  -1.7104  -3.8419  -1.1948
C  -2.5813  -5.4684  -1.9935
Cl  -1.7168  -0.9103  -2.4297
H  -0.0274  1.6368  3.2159
N  0.6180  2.5219  1.4468
H  1.7325  1.4371  2.9069
O  -3.1606  -6.5018  -1.8487
C  1.0252  3.8538  0.9867
H  1.0901  3.0314  3.3936
C  2.5214  -0.8427  -1.6369
C  -2.1254  -4.5988  -3.0493
O  -2.1523  -4.5320  -4.2334
C  0.8709  2.1238  2.8215
H  2.0226  3.8632  0.5045
Cl  -1.2769  -2.5837  0.7350
H  1.0376  4.5522  1.8337
O  -0.1261  0.4293  0.8650
In  0.0490  -1.5463  -1.0317
O  3.5776  -0.4655  -1.7179
H  0.2812  4.1835  0.2496
C  0.1094  1.6289  0.5937
H  -0.0583  2.0296  -0.4168

Cartesian forces (eV/Å) of the 3 atoms listed first:
-0.662 0.359 0.629
-3.000 -5.744 -1.005
1.024 -0.451 0.348

For the highest occupied orbital energy (alpha / beta), the calculation gives -25.0 / -25.6 eV. As for the net charge: +4. Its multiplicity is 3.

---

C6H7B | ωB97M-V with the def2-TZVPD basis set

Element x y z (Å)
B  -1.0705  -1.0564  0.3853
C  1.1654  1.2751  0.3070
H  1.7823  2.2374  0.5074
H  -0.7552  -2.2203  0.5837
C  -0.1971  1.4707  -0.1773
C  1.7114  0.0605  0.2445
C  -2.3105  -0.2772  -0.0989
C  2.2399  -1.0441  -0.2597
H  -3.0434  -0.3215  -0.8803
H  -0.4675  2.5918  -0.2911
H  2.3916  -1.0650  -1.3410
H  2.3695  -1.9909  0.2203
H  -2.8400  -0.0892  0.8865
C  -0.9758  0.4291  -0.0863

Cartesian forces (eV/Å) of the 3 atoms listed first:
-0.191 -0.072 -1.688
2.235 0.795 -0.460
-0.884 -2.006 -0.106

For the highest occupied orbital energy, the calculation gives -8.4 eV. As for the net charge: 0. The energy above the lowest of the compared OMol25 structures with the same formula, charge and spin is 2.239 eV. Its multiplicity is 1.

---

C6H7BF3NO2 | ωB97M-V with the def2-TZVPD basis set

Element x y z (Å)
B  -0.9557  -1.2243  0.1252
H  3.3507  0.1491  0.9532
F  -2.5402  1.2726  0.2364
C  2.3839  0.1952  0.6738
O  -1.7504  -1.6496  -0.8468
H  2.6115  0.0961  -1.6213
C  1.9926  0.1179  -0.7678
H  -0.2257  0.1941  2.1590
C  0.7159  0.2175  -1.1156
F  -1.8654  0.8315  -1.7925
C  0.2717  0.7537  1.4167
N  1.6326  0.4358  1.6628
C  -1.4469  1.1678  -0.5224
O  -0.5354  -2.0739  1.0812
H  -2.1783  -2.4684  -0.9136
H  0.2457  0.2954  -2.1851
H  -0.3886  -3.0079  0.7555
C  -0.3785  0.2760  0.0052
H  0.1788  1.9217  1.3465
F  -1.1182  2.4997  -0.6505

Cartesian forces (eV/Å) of the 3 atoms listed first:
0.531 0.197 -0.245
3.496 -0.652 0.340
-0.469 -1.110 0.550

For the highest occupied orbital energy, the calculation gives -9.4 eV. As for the net charge: 0. The energy above the lowest of the compared OMol25 structures with the same formula, charge and spin is 0.231 eV. Its multiplicity is 1.

---

C6H7BO2 | ωB97M-V with the def2-TZVPD basis set

Element x y z (Å)
C  -0.2486  0.1499  0.4104
C  1.5707  0.4578  -1.0927
H  -0.3298  -2.1699  -2.0547
H  -0.8037  -1.2656  2.6230
O  -1.4718  1.9170  1.8254
C  1.1263  -0.5917  -1.8687
H  2.4521  1.0078  -1.3720
H  -1.4644  -1.5755  0.0771
O  -1.2492  -0.3867  2.6628
B  -1.0469  0.5891  1.6827
H  1.6857  -0.8989  -2.7299
C  0.0196  -1.3263  -1.4787
C  0.8214  0.8860  -0.0058
C  -0.6293  -1.0016  -0.2676
H  -1.5572  2.4624  1.0027
H  1.1252  1.7462  0.5858

Cartesian forces (eV/Å) of the 3 atoms listed first:
-1.334 -0.369 0.813
-0.137 0.739 -0.052
0.059 -0.066 -0.123

For the highest occupied orbital energy, the calculation gives -9.5 eV. As for the net charge: 0. The energy above the lowest of the compared OMol25 structures with the same formula, charge and spin is 0.000 eV. Its multiplicity is 1.

---

C6H7BrN2S | ωB97M-V with the def2-TZVPD basis set

Element x y z (Å)
N  -0.5326  -3.6483  0.7919
N  -0.3450  -2.4254  0.3962
C  0.4713  -0.0474  -0.3366
C  1.1181  2.2970  -0.1146
C  -0.6817  0.3786  -1.0059
H  -0.2849  3.7636  -0.9075
H  -1.8478  1.8536  -1.6942
H  0.0836  -4.2040  1.4190
S  1.0060  -1.7993  -0.1773
Br  -0.6943  -1.0863  3.0937
H  2.3148  0.6084  0.3574
H  -1.4401  -3.9325  1.1386
H  1.7572  3.1631  0.2409
C  1.3837  0.9235  0.0371
C  -0.0446  2.7251  -0.7771
C  -0.8876  1.7451  -1.1430
H  -1.3760  -0.3149  -1.3185

Cartesian forces (eV/Å) of the 3 atoms listed first:
1.022 -0.702 0.854
-1.898 -0.653 1.100
-0.179 -0.102 -1.099

For the highest occupied orbital energy (alpha / beta), the calculation gives -7.4 / -7.8 eV. As for the net charge: 0. The energy above the lowest of the compared OMol25 structures with the same formula, charge and spin is 1.998 eV. Its multiplicity is 1.

---

C6H7Cl | ωB97M-V with the def2-TZVPD basis set

Element x y z (Å)
H  2.0844  0.3965  0.6463
H  0.5356  0.4462  -2.0287
H  -3.2257  -0.4097  -0.6348
C  -2.0877  -0.3615  -0.8960
H  0.6481  -1.3117  -1.5716
C  -0.0188  -0.0625  0.0370
Cl  -1.7435  -0.9784  -3.5959
H  0.8780  1.3633  1.5323
H  1.0383  -0.4610  1.8152
C  0.0783  -0.3616  -1.4273
H  -1.7939  0.2404  1.2747
C  1.0690  0.3444  1.0050
C  -1.3126  -0.0584  0.2861
C  -1.3541  -0.5201  -1.9785

Cartesian forces (eV/Å) of the 3 atoms listed first:
0.169 -0.173 -0.510
0.346 -0.336 0.425
1.990 -0.066 -1.512

For the highest occupied orbital energy, the calculation gives -8.4 eV. As for the net charge: 0. The energy above the lowest of the compared OMol25 structures with the same formula, charge and spin is 0.694 eV. Its multiplicity is 1.

---

C6H7Cl | ωB97M-V with the def2-TZVPD basis set

Element x y z (Å)
H  -3.6724  1.3150  -1.3775
H  1.6848  -1.0165  1.7570
H  1.6042  -1.9176  0.1209
H  2.8924  0.5794  0.9796
C  -0.9694  -0.1472  0.1089
C  -2.3808  0.1594  -0.1742
C  2.4244  0.0218  0.0991
C  1.4837  -0.9507  0.7180
C  -2.7383  1.1816  -0.9620
H  -1.9976  1.7719  -1.3413
H  1.8839  0.8354  -0.5428
C  0.1576  -0.4751  0.3738
H  3.2304  -0.5375  -0.3682
Cl  -3.6029  -0.8201  0.6086

Cartesian forces (eV/Å) of the 3 atoms listed first:
-2.131 0.273 -0.174
-0.229 -0.633 0.904
-0.179 0.777 1.432

For the highest occupied orbital energy, the calculation gives -9.1 eV. As for the net charge: 0. The energy above the lowest of the compared OMol25 structures with the same formula, charge and spin is 2.237 eV. Its multiplicity is 1.

---

C6H7ClN2 | ωB97M-V with the def2-TZVPD basis set

Element x y z (Å)
N  1.3773  -1.9167  -1.8511
H  -0.1501  1.3589  -2.5593
H  -0.3502  -2.0453  1.2535
H  -0.7930  1.9216  -1.2466
C  -0.3882  -0.8904  1.4281
H  -1.4173  0.7099  0.3784
H  -1.0796  -0.7724  2.1744
Cl  1.3779  -0.2345  3.2851
C  0.8960  -0.1148  1.5717
C  0.8624  -1.0287  -1.3520
C  -1.0010  -0.2029  0.1223
C  0.0913  0.1189  -0.8331
H  0.9952  1.9181  -1.3792
C  0.0456  1.4463  -1.5317
H  -1.8288  -0.8876  -0.1496
N  1.3625  0.6195  0.6889

Cartesian forces (eV/Å) of the 3 atoms listed first:
1.051 -1.540 -0.557
0.312 -0.533 -1.798
0.777 2.125 0.254

For the highest occupied orbital energy (alpha / beta), the calculation gives -7.0 / -11.2 eV. As for the net charge: 0. The energy above the lowest of the compared OMol25 structures with the same formula, charge and spin is 1.454 eV. Its multiplicity is 3.

---

C6H7ClN2OS | ωB97M-V with the def2-TZVPD basis set

Element x y z (Å)
O  1.0008  0.5964  -1.5887
C  -0.3165  -0.1973  0.1886
C  -1.0642  -0.3895  -2.2578
S  2.0982  1.7805  2.4155
N  1.5919  0.5008  1.5662
H  -1.6290  -1.2505  -1.9099
H  0.3053  -2.2176  1.4352
H  -1.0433  2.4530  1.2328
H  0.1681  -2.5732  -0.3389
C  -0.0929  2.0178  1.4807
Cl  -2.0023  -0.4118  0.6110
H  1.6202  -1.6900  0.3094
C  0.5825  -1.9452  0.4322
N  0.7665  2.6832  2.2084
H  -1.7602  0.4408  -2.4021
C  -0.0286  0.0574  -1.2680
C  0.3838  0.7382  1.0952
H  -0.5803  -0.5927  -3.2097

Cartesian forces (eV/Å) of the 3 atoms listed first:
0.053 -0.012 0.009
2.239 -3.535 0.653
0.102 0.003 -0.252

For the highest occupied orbital energy, the calculation gives -9.6 eV. As for the net charge: 0. The energy above the lowest of the compared OMol25 structures with the same formula, charge and spin is 0.000 eV. Its multiplicity is 1.

---

C6H7ClS | ωB97M-V with the def2-TZVPD basis set

Element x y z (Å)
S  2.2504  -0.7504  -0.2258
C  0.9213  1.7400  -0.0727
C  -0.2727  0.8563  -0.2213
H  3.0418  1.5245  -0.0166
C  -1.4926  0.4325  0.5608
H  -0.3838  0.4418  -1.2146
C  2.0509  1.0372  -0.0817
C  -0.1809  -0.2655  0.7738
Cl  -2.8480  -0.2297  -0.3221
H  -1.7820  1.0066  1.4194
H  0.6967  -2.2877  0.9062
H  0.9114  2.8337  -0.0515
H  0.1657  -1.8167  -0.7278
C  0.5642  -1.4365  0.2095
H  0.2181  0.0268  1.7632

Cartesian forces (eV/Å) of the 3 atoms listed first:
-0.250 0.708 0.381
-0.595 0.305 -0.256
0.033 0.093 0.393

For the highest occupied orbital energy, the calculation gives -8.5 eV. As for the net charge: 0. The energy above the lowest of the compared OMol25 structures with the same formula, charge and spin is 1.600 eV. Its multiplicity is 1.

---

C6H7F | ωB97M-V with the def2-TZVPD basis set

Element x y z (Å)
H  -0.8353  3.6770  -1.6408
H  0.7748  0.3473  2.0610
C  -0.6131  -0.6679  0.7189
H  0.8986  -1.4322  1.8440
F  1.1160  1.9419  -0.4577
C  -1.0331  2.9019  -0.9994
H  -2.0384  2.8287  -0.6509
C  -0.1805  2.1106  -0.4285
C  0.8132  -0.4572  1.3280
H  -0.4673  -1.3351  -0.1084
H  1.5159  -0.2412  0.5113
H  -3.7115  -0.8977  2.4695
C  -2.8511  -0.7839  1.8968
C  -1.7096  -0.6404  1.5222

Cartesian forces (eV/Å) of the 3 atoms listed first:
0.832 1.723 -1.602
0.310 -0.051 0.005
3.463 0.734 0.647

For the highest occupied orbital energy (alpha / beta), the calculation gives -9.3 / -7.9 eV. As for the net charge: 0. The energy above the lowest of the compared OMol25 structures with the same formula, charge and spin is 6.075 eV. Its multiplicity is 1.

---

C6H7F | ωB97M-V with the def2-TZVPD basis set

Element x y z (Å)
C  -0.2089  0.7465  0.9462
C  2.1503  -1.5640  0.0797
H  -1.8859  0.5418  -0.4141
C  -0.7808  0.9234  -0.4314
C  -0.0079  -0.0072  -1.3338
H  0.9191  -0.8595  1.8710
C  1.0856  -0.8705  -0.3255
F  -0.7463  -1.0478  -1.8621
H  0.5947  0.3120  -2.3054
H  -0.9272  1.9175  -0.9374
H  -0.4690  -1.5476  0.9623
H  -0.8705  0.9545  1.7987
H  0.8999  1.2320  0.9542
C  0.2467  -0.7312  0.9978

Cartesian forces (eV/Å) of the 3 atoms listed first:
3.095 -0.105 0.225
-2.412 1.888 -1.485
1.888 0.290 -0.131

For the highest occupied orbital energy, the calculation gives -9.8 eV. As for the net charge: 0. The energy above the lowest of the compared OMol25 structures with the same formula, charge and spin is 4.407 eV. Its multiplicity is 1.

---

C6H7F2NO | ωB97M-V with the def2-TZVPD basis set

Element x y z (Å)
C  0.7486  -0.4699  0.9661
H  -1.4382  1.1752  1.7326
C  0.1364  0.5341  -1.0855
H  -1.0485  -0.8013  -2.3859
C  -1.0979  -0.1877  -1.4246
F  -1.2697  2.4591  0.1287
O  -3.4156  -1.2263  0.9568
C  -0.8940  1.3445  0.7966
N  0.1878  0.7086  0.3787
H  1.1418  0.1801  -1.3170
F  -4.2945  0.6046  0.1288
H  1.5405  -0.4293  1.6620
C  -2.2263  -0.1125  -0.6787
H  1.0399  -1.1706  0.0856
H  0.0277  1.5484  -1.4123
C  -3.3499  -0.2968  0.1584
H  -0.0752  -0.9969  1.3852

Cartesian forces (eV/Å) of the 3 atoms listed first:
-1.032 -2.609 -1.650
0.714 0.275 -0.167
1.516 2.254 1.176

For the highest occupied orbital energy (alpha / beta), the calculation gives -7.9 / -7.9 eV. As for the net charge: 0. The energy above the lowest of the compared OMol25 structures with the same formula, charge and spin is 2.861 eV. Its multiplicity is 1.

---

no.,molecular weight (g mol⁻¹),DFT total energy (Ha)
1,241.12,-1949.802999
2,247.01,-645.481430
3,142.25,-1028.445481
4,539.82,-1832.738193
5,89.93,-257.472505
6,192.93,-762.571742
7,121.93,-408.267640
8,219.11,-3314.416132
9,114.57,-692.958695
10,114.57,-692.902013
11,142.59,-802.326442
12,190.66,-1275.920107
13,146.64,-1091.119943
14,98.12,-332.426270
15,98.12,-332.487581
16,147.12,-562.395776